## i
{
  "formula": "C7H6N2",
  "method": "wB97M-V/def2-TZVPD",
  "smiles": "N#CC1=C[C@@H]2N[C@H]2C=C1",
  "total_charge": 0,
  "symbols": ["N", "C", "C", "C", "C", "N", "C", "C", "C", "H", "H", "H", "H", "H", "H"],
  "coordinates": [[3.34, -0.53, -1.06], [2.29, -0.07, -0.60], [1.00, 0.13, -0.21], [0.55, 0.15, 1.15], [-0.98, 0.46, 1.24], [-2.37, 0.05, 1.53], [-1.75, -0.30, 0.27], [-1.30, -0.01, -1.18], [0.01, 0.19, -1.43], [1.09, -0.04, 2.07], [-1.21, 1.45, 1.11], [-2.42, -1.02, 1.93], [-1.69, -1.51, 0.32], [-2.14, 0.23, -1.94], [0.63, 0.95, -2.23]]
}

## ii
{
  "formula": "C7H6N2",
  "method": "wB97M-V/def2-TZVPD",
  "total_charge": 0,
  "symbols": ["C", "C", "C", "C", "C", "C", "C", "N", "N", "H", "H", "H", "H", "H", "H"],
  "coordinates": [[2.00, -1.57, 0.65], [0.90, -0.85, 0.48], [-0.50, -1.05, 0.55], [1.17, 0.54, -0.06], [-1.52, -0.28, 0.12], [2.64, 0.79, -0.29], [-2.98, -0.50, -0.07], [0.23, 1.29, -0.31], [-1.02, 1.02, -0.15], [3.07, -0.25, -0.01], [2.96, 1.52, 0.43], [3.03, 1.10, -1.29], [-3.26, -1.27, 0.67], [-3.26, -0.90, -0.99], [-3.47, 0.41, 0.27]]
}

The structure with the least stability is ii.